Entry 1:
116
Properties=species:S:1:pos:R:3:forces:R:3 method="wB97M-V/def2-TZVPD" molar_mass_g_mol=859.430 e_homo_ev=-8.2 total_energy_ev=-139367.592 orbital_gap_ev=8.3283 lumo_ha=0.007
S -2.80376 1.35785 -5.31531 -1.2 1.5 -2.4
S 1.99739 -0.99961 -3.63695 -3.6 -0.8 -1.0
S -0.12601 -4.30086 -3.99843 0.7 0.9 0.1
S 1.27974 3.74462 -2.96085 -1.6 -4.0 0.1
S 3.04316 3.24113 0.70749 -1.0 1.5 -0.9
S -5.24724 2.54226 -1.71101 2.5 -0.4 -3.6
S -2.91837 -5.60891 -0.23640 2.5 -0.2 -2.2
S 4.26214 2.12124 4.52415 3.6 -0.5 1.5
O 5.01396 2.25760 3.23051 -0.6 0.0 0.2
O -4.25919 1.42121 -2.28644 -2.6 2.8 2.1
O 1.45475 3.23969 -4.37399 0.3 1.0 0.6
O 1.62381 3.54692 0.24276 1.3 -0.5 0.5
O 1.88995 -1.89495 -4.86091 0.8 0.7 1.2
O 0.33389 -4.30731 -2.57899 0.5 0.2 0.6
O -3.26997 2.21282 -6.58020 0.8 -2.2 3.0
O -2.63005 -7.06328 -0.54284 -0.7 1.1 0.5
C -4.03086 -5.51606 1.05682 -6.1 2.4 -0.7
C 3.74926 4.87335 0.78353 2.4 4.6 -0.7
C 3.07472 0.88456 4.34309 -1.8 -0.5 -1.1
C 1.66222 -3.39485 3.69158 1.9 -2.9 6.4
C 3.06049 -5.40139 4.14014 -0.4 1.7 5.0
C -1.49848 -5.04522 0.74173 -0.5 4.0 -1.6
C 3.30113 3.57791 4.59672 -0.4 0.2 5.6
C -6.18730 1.91804 -0.47004 -0.5 -5.5 -5.9
C 0.43106 -5.87791 -4.62507 -7.8 -0.1 -2.1
C 1.79823 5.33339 -2.80621 -2.8 2.9 0.3
C -1.24213 2.06970 6.65410 -3.6 1.7 0.4
C -1.27034 0.65368 -5.82510 2.0 3.6 2.3
C 2.46473 -3.86825 6.03356 -0.9 -1.9 -1.1
C -1.70707 3.00730 3.93079 -1.2 0.8 0.8
C 2.36129 -4.49977 3.28231 1.6 -2.2 1.5
C -1.43550 0.66179 -1.04565 0.5 3.7 3.6
C -2.32903 3.06570 6.34681 5.5 -3.0 -6.9
C -0.83066 1.98840 4.18452 -0.7 0.0 5.0
C 3.07644 0.26318 -3.96638 0.4 4.0 -3.0
C 3.06298 -5.11630 5.58994 -0.8 1.8 -4.3
C -0.46093 4.14088 -2.84992 0.5 -1.3 0.2
C -0.59541 1.42977 5.68948 0.5 0.4 -4.6
C 1.60736 -3.14303 5.24004 -0.2 2.2 -4.9
C 0.34522 0.17867 0.73941 -0.9 2.3 -2.3
C -3.71847 -0.23116 -5.36357 -1.1 -0.9 -0.9
C 4.05558 2.75789 -0.73183 -4.1 -1.9 -0.2
C 2.79367 -1.79398 -2.33396 6.9 3.2 0.4
C -0.74060 1.11891 0.10439 3.8 -1.8 1.2
C 0.44483 -1.13082 0.23238 -2.4 1.3 -1.0
C -4.41214 3.56371 -0.54440 4.8 0.3 -1.3
C -1.37962 -0.65885 -1.36701 3.2 -0.4 2.7
C -2.53795 3.55066 5.07219 0.8 -1.6 -1.4
C -0.50651 -1.59132 -0.77407 -0.9 0.6 0.8
C -1.86655 -4.66966 -3.78647 0.9 3.7 -1.0
H 5.00512 2.66412 -0.33113 1.9 -1.6 1.0
H 1.21844 -1.76785 0.54630 0.9 -0.9 0.5
H -0.59007 -4.67320 0.18890 -0.9 -1.2 0.3
H -6.97226 1.30151 -0.81613 -1.1 -0.4 -0.4
H -0.67915 4.75437 -3.64993 -0.1 2.3 -1.5
H -3.76147 2.97877 0.16699 -0.7 0.4 -0.8
H -0.56072 1.58340 -5.89952 -1.2 -1.8 -0.1
H 1.39843 5.90112 -3.58322 -1.2 0.7 -2.1
H 2.47847 -3.51632 7.02084 0.4 -0.1 1.5
H 1.25028 0.70663 1.29828 -2.3 -1.3 -0.8
H 3.60699 -5.83300 6.14216 0.4 -0.1 1.2
H -0.75511 -2.65884 -1.03125 1.3 1.1 0.2
H 3.93728 4.39763 4.81272 1.0 0.7 -0.9
H 1.31123 -2.90813 2.90204 -2.3 2.9 -2.4
H 1.36768 -5.99254 -4.51930 6.9 -0.6 1.5
H -0.63276 4.55694 -1.89053 -0.6 0.3 0.9
H -5.54459 1.31508 -0.00116 2.7 -3.2 1.7
H -3.41046 4.16606 4.77415 0.9 -0.1 0.6
H 3.51572 5.52419 -0.16950 0.4 -1.9 1.3
H -2.22358 -4.69638 -4.81075 -1.0 -0.3 0.3
H 3.36803 5.58328 1.50802 -1.3 -0.7 0.7
H 2.49918 -4.91873 2.32440 -0.5 0.8 -1.8
H -4.77588 -0.09208 -4.86287 2.0 -0.1 -1.6
H 3.70321 -6.26499 3.92755 -0.7 0.4 -0.8
H 2.61001 3.70190 5.51090 0.4 -1.0 -1.7
H -1.32517 0.14888 -6.71005 -0.3 -1.3 -2.4
H -4.85858 4.34173 -0.03482 -2.3 1.0 1.2
H -4.15499 -4.54594 1.70531 0.0 -1.1 -2.2
H 3.29378 1.02707 -3.21316 -1.3 0.0 0.3
H -1.92130 -0.81251 -2.17368 -2.7 -2.0 -3.7
H 1.02546 -2.15241 5.55807 1.5 -2.5 -0.4
H -2.20040 -3.84364 -3.08509 0.0 -0.8 -1.3
H 2.69225 0.85887 -4.98414 0.9 -1.7 2.9
H 1.60375 6.07681 -2.05648 -0.4 -0.8 1.6
H 4.25272 3.55285 -1.43811 -1.1 0.1 -0.6
H -3.64090 -0.41561 -6.54460 -1.0 0.1 2.6
H -1.82015 -4.14457 1.30842 -0.2 0.2 -0.8
H 3.51933 -0.08837 4.28067 0.7 -0.4 0.2
H -2.10482 1.43410 -1.48959 0.5 -1.2 -0.2
H -2.74189 3.44821 7.09965 -3.8 2.9 6.0
H -0.26461 1.52399 3.46656 1.2 -0.9 -1.8
H 3.32642 1.77433 -1.03841 2.9 2.6 0.2
H 0.33380 -5.88671 -5.76905 -0.6 -0.3 1.6
H 2.73914 5.39882 -3.04407 5.7 -0.1 -0.8
H -3.27360 -1.13692 -4.81592 -0.1 1.6 -0.7
H 3.88850 -2.12328 -2.64536 -2.3 0.0 0.2
H -0.62093 2.16338 0.53007 -0.7 -1.2 -1.0
H -1.88348 3.47084 2.88144 0.5 -1.1 1.9
H 2.35968 0.88246 5.15453 -0.1 0.2 0.3
H -1.10050 3.33261 -3.15314 0.0 -1.1 0.8
H 0.08854 0.54480 5.83535 -0.8 1.2 -0.2
H 3.14521 -1.02937 -1.50904 -1.3 -1.0 -1.5
H -3.67396 -6.07552 1.77483 1.7 -3.8 3.7
H -1.35905 1.79460 7.69310 1.0 -0.4 0.1
H -0.89415 0.05546 -5.01354 0.2 -0.5 0.3
H -6.39215 2.43902 0.25956 -2.8 6.4 6.6
H 4.85194 5.21380 1.07162 -1.5 -2.1 -1.0
H -3.74439 4.25278 -1.15028 0.0 -1.2 0.4
H -1.75145 -5.49903 -3.22685 -0.7 -3.3 1.6
H -5.13969 -6.00009 0.70314 3.2 1.6 1.0
H 2.25402 -2.50294 -1.88753 -2.2 -3.0 1.4
H -0.19085 -6.62805 -4.03841 1.0 0.5 -1.2
H 2.53460 0.97851 3.39510 -0.1 0.3 0.0
H 2.93267 3.38368 3.70154 -2.7 1.1 -4.2
H 4.07576 -0.01256 -4.10720 1.6 -1.3 -1.0
H -1.40841 -5.62234 1.56515 1.1 -2.9 2.1

Entry 2:
126
Properties=species:S:1:pos:R:3:forces:R:3 method="wB97M-V/def2-TZVPD" molar_mass_g_mol=950.249 e_homo_ev=-8.3 total_energy_ev=-129793.201 orbital_gap_ev=8.2075 lumo_ha=-0.002
S 1.57204 4.52202 3.01730 0.3 -0.2 0.6
S -0.28676 0.11787 -5.59311 -0.1 -0.8 0.6
S -3.97134 -5.20264 -0.18598 0.6 -0.1 0.7
S 5.06107 -2.01152 1.25738 -0.1 0.0 0.0
S -3.13265 2.30392 3.41478 -0.2 -0.2 -0.1
O 1.12281 -2.22372 7.34897 0.2 -1.1 -0.9
O -1.51071 -4.60673 -3.37407 -0.3 -1.0 -0.3
O 1.87018 -4.09067 -1.64251 -0.1 -0.2 0.6
O 2.19948 -5.25638 0.24395 -0.4 -0.2 -0.1
O 5.03423 -2.41652 -0.17437 0.2 -0.4 -0.2
O -4.43178 1.38513 -1.32758 -0.5 -0.8 0.8
O 0.05874 0.66330 -6.92135 0.0 0.4 -0.5
O -3.32940 1.37797 -3.22872 0.7 -0.9 -0.9
O -5.19613 -5.28284 -1.00277 -0.4 0.0 -0.4
O 0.44000 -3.86313 -4.11284 0.5 -0.3 -1.2
O 1.09282 -0.93655 9.11435 1.3 0.7 8.9
O 0.40830 -3.94627 0.02487 -3.9 1.8 1.9
O 1.18326 5.12511 1.72216 -0.2 0.1 -0.5
O -2.42152 3.07204 4.46115 0.4 0.3 0.2
O -1.01253 -2.51500 -3.19072 -1.9 8.0 2.7
O -3.74534 3.25814 -2.21905 0.7 6.6 0.5
O 0.54548 -0.09800 7.21932 -0.4 0.7 -1.6
N 3.08970 1.65033 -2.89497 0.2 0.3 0.3
N -0.34894 -0.01717 2.83558 2.9 1.1 5.4
N 0.14303 4.09788 -2.17255 1.8 0.0 -2.7
C -1.84544 5.39332 0.34463 0.6 0.4 -0.6
C 4.50698 4.75902 -2.19118 0.8 1.4 -1.3
C 3.36981 2.58212 -2.27722 -0.4 -0.6 -0.3
C -1.44527 -0.60341 0.58890 1.7 -2.1 -0.1
C -0.81873 -0.22576 1.85655 -3.4 -0.6 -5.5
C -2.73223 -6.22797 -0.96297 0.6 -0.7 0.0
C -3.56501 -0.00771 -2.95872 -1.1 0.3 -0.9
C 0.94856 -1.08778 8.02154 -1.2 -0.4 -6.8
C 0.71322 0.22468 -0.65414 -0.4 0.8 -0.2
C 0.58217 5.27333 4.30517 -0.3 0.6 -0.1
C -0.44191 4.06418 -1.21202 -1.4 0.1 2.9
C -4.62845 0.08488 -1.87605 0.5 -0.7 1.0
C -4.87534 2.69659 3.52833 -0.2 -0.1 -0.5
C 5.74114 4.10500 -2.83225 -0.8 -0.7 -0.4
C -1.24787 4.04323 0.01095 -0.2 -0.8 -0.8
C 0.42585 -5.25586 -4.42623 -0.2 -0.4 0.9
C 3.63182 3.78642 -1.50202 -0.5 -0.9 1.5
C -1.05105 -5.62968 -4.25436 0.5 0.3 -0.4
C 3.10344 -5.80293 -0.71049 1.1 0.2 -0.4
C -3.32440 0.65659 4.08242 0.0 -0.6 1.2
C 3.39374 -2.34912 1.84174 -0.5 0.4 -0.1
C -0.32436 1.46828 -4.43301 0.5 0.9 0.4
C -0.71144 -3.53392 -3.53677 1.5 -6.2 -1.7
C -0.78741 -0.01668 -0.67118 -0.7 0.4 0.3
C 0.51009 -0.53052 5.85783 -0.6 -0.8 0.1
C 1.21872 -0.63875 -4.97986 0.1 -0.1 0.0
C 1.00583 -2.00019 5.93697 0.8 1.1 0.4
C -3.79428 2.12850 -2.24159 -0.9 -4.5 -0.5
C 1.37939 -4.38060 -0.39940 3.9 -1.5 -2.1
C 3.16270 -4.67984 -1.74784 0.9 -0.4 -0.5
C 0.80617 2.91384 3.13880 -0.5 -0.6 0.3
C -3.17603 -3.65171 -0.58853 -0.6 0.8 -0.1
C -2.62272 5.30619 1.62762 -0.2 0.8 0.0
C 4.86717 -0.22641 1.22508 -0.6 0.1 -0.1
H 4.14188 3.52057 -0.56586 0.0 -0.4 -0.2
H 6.23104 4.78017 -3.52744 0.5 0.2 0.5
H -2.33821 -3.40378 0.05424 0.3 -0.4 0.0
H -1.90896 4.98995 2.38731 -0.3 -0.2 0.3
H -0.66615 3.66148 0.84587 0.2 0.1 -0.1
H 1.13305 0.11809 5.25529 0.1 0.0 -0.1
H 6.38458 3.61296 -2.09961 0.3 0.5 0.0
H -4.49550 -0.65677 -1.08600 0.0 0.1 0.0
H -2.52901 -0.65798 0.55647 -0.1 0.6 0.4
H 0.58977 2.07064 -4.47557 -0.1 -0.1 -0.4
H 1.39450 2.15861 2.63008 0.2 0.0 -0.2
H 0.34332 -2.74313 5.52137 -0.1 -0.1 -0.2
H -4.19272 0.11571 3.70837 0.1 0.1 -0.3
H 0.82938 6.33568 4.32779 0.2 -0.1 0.0
H 1.04239 -5.73579 -3.66041 0.0 -0.2 -0.2
H 4.78154 5.53888 -1.47783 0.1 -0.1 0.0
H -2.61944 -0.49803 -2.77931 0.0 -0.2 0.4
H 5.41064 3.28215 -3.49025 -0.1 0.2 0.2
H 4.25424 -0.00372 0.34591 0.1 -0.1 0.0
H -5.34799 2.01815 2.81049 -0.2 0.1 0.1
H -2.02361 3.29822 -0.22869 -0.1 0.3 0.4
H -1.26875 0.94763 -0.88574 0.0 -0.1 0.0
H -1.04538 -0.69857 -1.48168 0.1 0.1 -0.1
H 4.30835 0.07777 2.10944 0.3 0.2 0.1
H 3.19136 -3.41480 1.85043 0.2 -0.1 0.1
H 2.01745 0.08329 -5.13883 0.1 0.0 0.2
H -0.48570 5.20443 4.08672 0.1 -0.3 0.0
H 1.43063 -1.54159 -5.54818 -0.2 0.0 -0.1
H 0.79030 -5.47529 -5.41982 0.2 0.3 -0.2
H 0.83221 4.81273 5.25629 0.0 -0.1 0.1
H -5.64167 -0.01823 -2.25830 0.0 0.2 -0.1
H -5.27855 2.56411 4.52866 0.2 -0.1 0.1
H -2.41785 0.06181 3.98864 0.0 0.2 -0.4
H 2.65575 4.13333 -1.14815 0.1 0.4 -0.4
H 3.98044 5.29715 -2.98718 -0.2 -0.2 0.1
H -0.50407 -0.52318 5.45805 0.0 0.4 0.2
H -2.34806 5.79357 -0.53933 -0.5 -0.2 0.2
H 0.70270 2.62138 4.18722 0.2 0.1 0.0
H 1.03211 0.84727 0.18826 -0.1 -0.2 0.1
H -1.02822 6.10366 0.50295 0.1 -0.2 0.1
H -3.95259 -2.90719 -0.37569 0.0 -0.1 -0.1
H -5.04003 3.71871 3.20110 0.1 0.1 0.0
H -2.90985 -3.59577 -1.64432 0.0 -0.1 0.1
H 2.01219 -2.03579 5.50949 -0.2 -0.5 -0.1
H -1.14217 -1.68126 0.61199 -0.3 0.4 -0.3
H 4.07607 -5.97441 -0.25139 -0.1 0.2 0.2
H -1.73294 -5.98116 -0.58815 -0.2 0.3 -0.1
H -4.06569 -0.44084 -3.82365 0.5 -0.1 -0.3
H 1.31544 -0.67411 -0.71438 0.1 -0.2 0.0
H -3.45802 0.79027 5.16573 -0.1 0.2 -0.2
H 3.38522 -4.99321 -2.77137 -0.6 -0.3 0.1
H 2.80008 -6.78173 -1.09241 -0.6 0.2 0.0
H 3.17449 -1.89266 2.80650 0.2 -0.2 0.1
H -0.38660 1.19523 -3.37762 -0.3 -0.5 -0.2
H -1.19152 -6.60893 -3.81466 -0.2 -0.1 0.0
H 3.95884 -3.96342 -1.54511 -0.3 0.3 0.5
H -2.88018 -7.27590 -0.69733 -0.4 0.1 -0.1
H -1.17616 2.08900 -4.69460 -0.1 0.0 0.0
H 5.81985 0.27869 1.13255 0.2 0.0 0.1
H 0.87177 0.86196 -1.52752 0.6 -0.3 -0.1
H -3.50038 4.66449 1.58817 0.1 -0.3 -0.1
H 2.73534 -1.87637 1.11271 -0.1 0.0 -0.1
H -2.79097 -6.09692 -2.04263 0.0 0.1 0.1
H -2.98426 6.30265 1.89684 0.0 -0.1 0.1
H -1.57769 -5.52743 -5.20635 -0.1 -0.2 0.1
H 1.10509 -0.91511 -3.93360 0.0 0.1 0.1
H -0.21202 2.89872 2.74412 0.1 0.3 -0.1